Density functional theory data (the ωB97M-V functional and the def2-TZVPD basis) for a cluster of 32 separate species, C77H211N7O32 in total in a non-equilibrium geometry.

Output
Molecular weight (g mol⁻¹): 1747.55
Highest occupied orbital energy (eV): -8.00
Gap between HOMO and LUMO (eV): 7.1334
LUMO energy (hartree): -0.032

Structure (ORCA input):
```
! wB97M-V def2-TZVPD RIJCOSX def2/J DEFGRID3
* xyz 0 1
C -4.49 2.33 5.10
C -4.12 3.55 4.25
O -4.27 4.78 4.98
H -5.48 2.48 5.53
H -3.71 2.24 5.85
H -4.40 1.45 4.46
H -4.69 3.71 3.34
H -3.08 3.44 3.94
H -3.73 4.69 5.77
C 7.65 -4.03 -0.76
C 6.88 -3.87 0.50
O 5.53 -4.15 0.18
H 7.27 -3.44 -1.59
H 7.62 -5.05 -1.15
H 8.67 -3.66 -0.72
H 6.91 -2.85 0.88
H 7.26 -4.58 1.24
H 5.03 -4.07 0.99
C -3.27 -0.76 6.20
C -2.30 -1.93 6.55
O -1.21 -1.36 7.18
H -4.09 -1.07 5.55
H -2.73 0.06 5.73
H -3.74 -0.44 7.13
H -2.07 -2.41 5.59
H -2.71 -2.66 7.25
H -0.60 -2.08 7.35
C -6.01 -0.84 2.95
C -5.36 -2.20 2.69
O -5.21 -2.97 3.87
H -5.74 -0.09 2.21
H -5.73 -0.43 3.92
H -7.10 -0.90 2.98
H -4.33 -2.14 2.33
H -6.02 -2.73 2.00
H -4.89 -3.85 3.69
C 7.34 1.30 -1.72
C 7.55 0.06 -0.89
O 7.07 0.42 0.42
H 6.27 1.42 -1.93
H 7.76 1.14 -2.71
H 7.76 2.22 -1.33
H 8.59 -0.24 -0.90
H 6.99 -0.73 -1.39
H 7.38 -0.29 0.98
C -1.42 6.44 3.19
C -2.06 7.26 4.25
O -3.42 7.23 3.95
H -0.34 6.57 3.11
H -1.72 6.54 2.15
H -1.63 5.40 3.44
H -1.68 8.28 4.24
H -1.88 6.80 5.22
H -3.82 6.42 4.28
C -1.12 -4.96 2.85
C -1.11 -6.47 2.96
O 0.10 -6.80 3.45
H -1.32 -4.62 3.87
H -1.93 -4.63 2.21
H -0.19 -4.55 2.46
H -1.12 -6.95 1.98
H -2.00 -6.86 3.46
H 0.11 -7.66 3.88
O 1.57 1.28 8.53
H 1.10 1.64 7.78
H 2.46 1.63 8.44
O 4.44 5.15 6.16
H 4.81 5.38 5.31
H 5.21 4.95 6.70
O 4.34 2.32 8.34
H 5.29 2.44 8.22
H 4.03 2.02 7.49
O 3.72 -0.08 -1.74
H 3.17 0.53 -1.27
H 3.87 0.33 -2.59
O 1.99 -4.81 0.07
H 2.15 -5.69 -0.26
H 2.56 -4.25 -0.46
O 2.11 3.91 6.33
H 2.21 3.26 5.64
H 2.99 4.24 6.48
O 2.27 -1.06 5.55
H 2.51 -1.39 4.69
H 2.20 -1.84 6.10
O -0.63 3.55 5.80
H 0.21 3.80 6.18
H -0.54 2.62 5.60
O 3.61 1.39 5.76
H 3.21 0.52 5.74
H 4.39 1.30 5.22
O 3.73 -1.49 3.60
H 4.62 -1.64 3.92
H 3.83 -0.83 2.91
O 5.80 0.77 4.02
H 6.55 1.31 3.74
H 6.20 0.01 4.45
O 4.38 0.41 1.56
H 4.69 0.79 2.38
H 5.06 0.62 0.92
O -2.76 4.45 7.40
H -3.04 3.59 7.70
H -1.89 4.31 7.04
O 3.37 -2.93 -1.31
H 3.44 -1.99 -1.52
H 4.27 -3.20 -1.15
O 2.84 -5.84 4.58
H 3.18 -5.54 3.74
H 2.03 -6.30 4.37
O 2.87 1.53 -4.20
H 2.29 1.27 -4.92
H 2.63 2.43 -4.00
O 0.07 1.01 6.02
H 0.76 0.52 5.57
H -0.50 0.33 6.38
O 3.76 -4.13 2.17
H 2.95 -4.43 1.76
H 3.50 -3.35 2.67
C -1.60 1.90 -9.17
C -2.33 0.80 -8.33
C -2.94 -0.25 -9.32
C -3.49 -1.56 -8.71
C -2.35 -2.08 -7.79
C -1.79 -1.10 -6.70
N -1.40 0.16 -7.35
O -0.95 1.07 -6.51
C -2.86 -1.09 -5.61
C -0.55 -1.78 -6.11
C -3.46 1.56 -7.65
H -2.10 2.28 -10.06
H -0.62 1.57 -9.51
H -1.33 2.80 -8.60
H -3.68 0.32 -9.87
H -2.18 -0.46 -10.07
H -3.65 -2.28 -9.52
H -4.37 -1.36 -8.10
H -1.53 -2.48 -8.39
H -2.72 -3.00 -7.34
H -3.71 -0.50 -5.95
H -3.26 -2.08 -5.37
H -2.51 -0.60 -4.70
H -0.15 -1.21 -5.26
H -0.79 -2.79 -5.79
H 0.20 -1.91 -6.88
H -3.88 2.35 -8.27
H -3.08 1.98 -6.72
H -4.23 0.88 -7.29
H -0.03 1.05 -6.78
C -1.06 5.58 -6.15
C -0.45 5.36 -4.76
C -1.55 5.97 -3.77
C -1.48 5.68 -2.31
C -1.42 4.15 -2.09
C -0.38 3.47 -2.99
N -0.38 3.93 -4.41
O 0.37 3.17 -5.30
C 1.01 3.72 -2.38
C -0.65 1.98 -2.91
C 0.95 6.10 -4.72
H -1.88 4.89 -6.38
H -0.34 5.42 -6.94
H -1.50 6.55 -6.40
H -1.81 7.00 -3.97
H -2.43 5.43 -4.13
H -2.38 6.11 -1.86
H -0.54 6.09 -1.95
H -2.34 3.59 -2.17
H -1.10 4.02 -1.06
H 1.30 4.77 -2.30
H 1.16 3.30 -1.39
H 1.80 3.30 -3.00
H -0.48 1.49 -1.95
H -1.67 1.67 -3.14
H -0.05 1.42 -3.62
H 1.76 5.38 -4.86
H 1.15 6.46 -3.71
H 1.10 6.88 -5.46
H -0.30 2.63 -5.73
C -6.77 0.66 -1.21
C -5.51 1.42 -1.60
C -5.83 2.39 -2.74
C -6.73 3.58 -2.29
C -5.96 4.23 -1.17
C -5.40 3.40 0.03
N -4.84 2.18 -0.48
O -4.21 1.31 0.39
C -4.31 4.29 0.75
C -6.60 3.03 0.94
C -4.41 0.47 -2.22
H -7.12 0.01 -2.01
H -7.69 1.17 -0.92
H -6.51 0.02 -0.36
H -4.88 2.87 -2.99
H -6.04 1.99 -3.73
H -7.72 3.22 -2.04
H -7.06 4.19 -3.14
H -6.58 5.00 -0.74
H -5.17 4.77 -1.70
H -3.67 4.71 -0.02
H -4.72 5.10 1.35
H -3.65 3.74 1.43
H -6.76 1.96 1.07
H -6.27 3.28 1.95
H -7.54 3.56 0.75
H -3.45 0.97 -2.33
H -4.77 0.10 -3.17
H -4.24 -0.39 -1.57
H -3.37 1.33 -0.07
C -2.57 -6.37 -2.94
C -2.92 -5.80 -1.60
C -2.30 -4.42 -1.56
C -3.15 -3.36 -2.19
C -4.55 -3.35 -1.70
C -5.27 -4.65 -1.97
N -4.40 -5.68 -1.30
O -5.02 -6.97 -1.22
C -6.54 -4.51 -1.12
C -5.52 -4.89 -3.56
C -2.38 -6.58 -0.43
H -3.33 -6.19 -3.69
H -2.54 -7.46 -2.96
H -1.62 -6.02 -3.34
H -2.11 -4.25 -0.50
H -1.40 -4.37 -2.18
H -3.11 -3.45 -3.27
H -2.55 -2.47 -2.01
H -5.12 -2.50 -2.08
H -4.54 -3.16 -0.63
H -7.23 -3.82 -1.61
H -7.14 -5.42 -1.09
H -6.31 -4.16 -0.12
H -6.32 -4.22 -3.88
H -4.65 -4.60 -4.15
H -5.88 -5.89 -3.81
H -2.68 -6.16 0.53
H -1.31 -6.75 -0.54
H -2.76 -7.60 -0.34
H -5.19 -7.21 -2.13
C 4.09 7.84 3.51
C 3.74 6.60 2.55
C 3.15 7.25 1.27
C 3.03 6.27 0.14
C 4.41 5.62 -0.13
C 5.04 4.98 1.14
N 5.02 5.95 2.21
O 5.73 5.46 3.37
C 4.41 3.58 1.47
C 6.51 4.82 0.64
C 2.79 5.69 3.28
H 3.18 8.43 3.49
H 4.27 7.54 4.54
H 4.85 8.52 3.13
H 2.14 7.65 1.45
H 3.65 8.18 1.00
H 2.28 5.53 0.43
H 2.80 6.85 -0.75
H 5.11 6.20 -0.73
H 4.12 4.87 -0.86
H 4.71 3.13 2.41
H 4.68 2.84 0.71
H 3.32 3.58 1.50
H 7.02 5.75 0.39
H 6.44 4.17 -0.23
H 7.08 4.24 1.36
H 1.82 6.18 3.39
H 2.49 4.77 2.78
H 3.05 5.46 4.32
H 6.41 6.12 3.55
C 3.49 -7.73 -3.98
C 2.89 -6.90 -2.82
C 1.49 -7.41 -2.42
C 1.54 -8.67 -1.55
C 2.42 -8.46 -0.31
C 3.88 -7.98 -0.65
N 3.79 -6.82 -1.56
O 5.11 -6.34 -1.83
C 4.56 -7.40 0.65
C 4.68 -9.20 -1.17
C 2.69 -5.46 -3.36
H 3.45 -8.80 -3.76
H 4.58 -7.71 -3.95
H 2.98 -7.65 -4.94
H 1.09 -6.62 -1.79
H 0.85 -7.50 -3.30
H 1.99 -9.48 -2.12
H 0.56 -8.94 -1.17
H 2.39 -9.31 0.37
H 1.94 -7.69 0.28
H 4.85 -8.17 1.37
H 5.57 -7.10 0.36
H 4.08 -6.56 1.15
H 5.60 -8.91 -1.68
H 4.90 -9.91 -0.37
H 4.07 -9.77 -1.87
H 2.28 -4.80 -2.60
H 2.02 -5.39 -4.22
H 3.59 -5.09 -3.85
H 5.17 -5.77 -1.06
C 0.04 3.23 1.57
C 0.19 1.64 1.99
C -1.15 1.24 2.66
C -1.35 -0.30 2.88
C -1.27 -1.05 1.49
C 0.01 -0.64 0.74
N 0.37 0.78 0.76
O 1.56 1.01 0.10
C 1.22 -1.51 1.14
C -0.29 -1.01 -0.78
C 1.34 1.55 3.04
H 0.77 3.70 0.91
H -0.07 3.86 2.45
H -0.95 3.38 1.13
H -1.00 1.65 3.66
H -2.03 1.70 2.22
H -2.30 -0.35 3.41
H -0.56 -0.68 3.54
H -2.24 -0.92 1.01
H -1.30 -2.11 1.72
H 0.85 -2.53 1.23
H 2.13 -1.47 0.55
H 1.52 -1.28 2.17
H -0.40 -2.09 -0.85
H -1.15 -0.51 -1.21
H 0.43 -0.68 -1.53
H 1.44 0.59 3.54
H 1.21 2.33 3.79
H 2.30 1.70 2.53
H 2.17 0.54 0.66
*
```

Results of the Löwdin charge analysis, in e, for atoms 1 through 99: C -0.054; C -0.277; O -0.090; H 0.090; H 0.056; H 0.054; H 0.077; H 0.092; H 0.034; C -0.087; C -0.291; O -0.114; H 0.074; H 0.080; H 0.077; H 0.102; H 0.120; H 0.027; C -0.060; C -0.306; O -0.073; H 0.054; H 0.045; H 0.081; H 0.096; H 0.115; H 0.099; C -0.062; C -0.301; O -0.088; H 0.051; H 0.051; H 0.077; H 0.097; H 0.097; H 0.078; C -0.085; C -0.297; O -0.091; H 0.065; H 0.080; H 0.073; H 0.114; H 0.106; H 0.072; C -0.095; C -0.328; O -0.082; H 0.047; H 0.077; H 0.053; H 0.110; H 0.113; H 0.034; C -0.061; C -0.359; O -0.066; H 0.072; H 0.057; H 0.071; H 0.090; H 0.123; H 0.104; O -0.048; H -0.008; H -0.021; O -0.034; H 0.006; H 0.059; O -0.051; H 0.035; H -0.026; O -0.030; H 0.017; H 0.021; O -0.054; H -0.005; H -0.020; O -0.051; H 0.008; H -0.014; O -0.046; H -0.013; H 0.071; O -0.058; H 0.004; H -0.020; O -0.035; H 0.005; H 0.009; O -0.027; H 0.075; H 0.018; O -0.023; H 0.077; H 0.071; O -0.047; H -0.005; H 0.021